{"formula": "C3H6O2", "method": "ωB97M-V/def2-TZVPD", "e_lumo_ev": 0.89, "smiles": "C=C1CO1.O", "multiplicity": 1, "energy_ha": -268.30315, "e_above_lowest_kj_mol": 268.0, "homo_lumo_gap_ev": 10.7, "symbols": ["C", "C", "C", "O", "H", "H", "H", "H", "O", "H", "H"], "positions_angstrom": [[0.973, 1.226, 0.517], [-0.131, 0.670, 0.057], [-1.438, 0.077, 0.086], [-0.644, 0.265, -1.133], [1.132, 1.324, 1.584], [1.730, 1.606, -0.161], [-2.309, 0.727, 0.095], [-1.587, -0.950, 0.415], [0.781, -2.086, -0.521], [0.480, -1.436, -1.170], [0.974, -1.543, 0.252]], "forces_ev_per_angstrom": [[-0.12, -0.02, -0.04], [0.09, 0.20, 0.11], [-0.22, 0.01, 0.20], [0.08, 0.24, -0.16], [-0.18, 0.15, -0.12], [-0.04, -0.27, 0.05], [0.09, -0.09, 0.18], [0.13, 0.12, -0.21], [0.01, -0.04, 0.01], [0.03, -0.19, 0.03], [0.14, -0.11, -0.06]]}

---

{"formula": "C39H30AlBr2N2OP2", "method": "ωB97M-V/def2-TZVPD", "e_lumo_ev": -3.54, "multiplicity": 1, "energy_ha": -7762.04793, "total_charge": 1, "homo_lumo_gap_ev": 6.7, "symbols": ["Al", "C", "P", "C", "C", "C", "C", "C", "C", "C", "C", "C", "C", "C", "C", "C", "C", "C", "C", "C", "P", "C", "C", "C", "C", "C", "C", "C", "C", "C", "C", "C", "C", "N", "H", "H", "H", "H", "H", "H", "H", "H", "H", "H", "H", "H", "H", "H", "H", "H", "H", "H", "H", "H", "H", "H", "H", "H", "H", "H", "Br", "C", "C", "C", "Br", "C", "C", "C", "C", "N", "C", "C", "O", "H", "H", "H", "H"], "positions_angstrom": [[1.154, 0.675, -0.447], [-1.092, 1.463, 1.352], [0.285, 2.565, 0.872], [-0.357, 4.127, 0.241], [0.407, 5.285, 0.387], [0.004, 6.463, -0.222], [-1.153, 6.486, -0.989], [-1.914, 5.335, -1.140], [-1.517, 4.154, -0.532], [1.165, 2.881, 2.423], [2.444, 2.345, 2.575], [3.117, 2.463, 3.779], [2.517, 3.133, 4.835], [1.259, 3.701, 4.680], [0.581, 3.576, 3.479], [-0.379, 0.212, 1.781], [-0.626, -0.598, 2.845], [0.414, -1.564, 2.887], [1.261, -1.311, 1.847], [2.546, -2.001, 1.543], [2.418, -3.084, 0.046], [4.106, -3.819, -0.050], [5.242, -3.346, 0.604], [6.466, -3.976, 0.429], [6.569, -5.090, -0.392], [5.441, -5.584, -1.029], [4.217, -4.956, -0.851], [2.659, -1.848, -1.326], [3.751, -0.970, -1.393], [4.163, -0.449, -2.618], [3.453, -0.735, -3.772], [2.315, -1.531, -3.706], [1.927, -2.086, -2.497], [0.807, -0.201, 1.142], [-1.734, 1.285, 0.484], [-1.694, 1.871, 2.163], [1.304, 5.260, 0.997], [0.588, 7.365, -0.096], [-1.466, 7.405, -1.467], [-2.820, 5.360, -1.731], [-2.118, 3.260, -0.653], [2.907, 1.826, 1.742], [4.104, 2.035, 3.899], [3.032, 3.213, 5.784], [0.809, 4.240, 5.503], [-0.403, 4.015, 3.359], [-1.456, -0.515, 3.529], [0.512, -2.357, 3.611], [2.766, -2.674, 2.372], [3.369, -1.285, 1.459], [5.189, -2.498, 1.275], [7.341, -3.603, 0.946], [7.525, -5.578, -0.526], [5.513, -6.468, -1.650], [3.328, -5.349, -1.332], [4.380, -0.815, -0.522], [5.054, 0.165, -2.665], [3.785, -0.343, -4.725], [1.748, -1.739, -4.604], [1.082, -2.763, -2.453], [-2.193, 0.147, -3.921], [-0.749, 1.348, -3.843], [-0.542, 2.265, -4.895], [0.480, 3.170, -4.851], [0.711, 4.382, -6.284], [1.369, 3.205, -3.747], [2.434, 4.108, -3.564], [3.217, 4.019, -2.439], [2.968, 3.012, -1.503], [1.980, 2.151, -1.649], [1.162, 2.254, -2.730], [0.088, 1.324, -2.759], [-0.019, 0.502, -1.719], [-1.206, 2.241, -5.747], [2.628, 4.870, -4.307], [4.026, 4.714, -2.269], [3.580, 2.904, -0.614]], "forces_ev_per_angstrom": [[-0.04, 0.84, 0.09], [0.03, -0.14, -0.04], [-0.26, -0.04, 0.42], [0.19, -0.03, -0.16], [-0.04, -0.07, 0.05], [-0.01, 0.03, -0.02], [-0.01, 0.00, -0.01], [0.00, 0.02, -0.01], [-0.02, -0.02, 0.02], [0.15, -0.01, -0.19], [-0.12, 0.09, -0.02], [0.03, 0.02, 0.05], [0.04, -0.04, -0.03], [-0.04, 0.05, 0.05], [-0.04, -0.02, -0.05], [0.07, 0.13, 0.10], [-0.02, -0.04, -0.01], [-0.08, -0.09, -0.04], [0.15, 0.15, 0.19], [-0.07, -0.08, -0.27], [0.12, 0.22, 0.00], [-0.19, -0.09, 0.07], [-0.01, -0.02, 0.02], [0.03, -0.01, 0.03], [0.00, 0.01, -0.01], [0.00, -0.02, 0.00], [-0.01, 0.08, -0.01], [-0.08, -0.02, 0.05], [0.05, -0.09, -0.11], [-0.09, 0.27, 0.22], [-0.13, 0.06, -0.04], [-0.04, 0.11, -0.04], [0.00, 0.03, 0.06], [0.01, -0.34, -0.33], [-0.02, 0.10, 0.00], [-0.02, -0.03, 0.02], [0.00, 0.06, -0.03], [0.01, -0.02, 0.01], [0.00, 0.00, 0.02], [0.00, -0.01, 0.00], [0.00, 0.01, -0.03], [0.04, -0.08, 0.05], [-0.02, 0.00, -0.02], [0.00, 0.03, -0.01], [-0.03, -0.02, -0.01], [-0.01, 0.00, 0.03], [0.01, 0.06, -0.03], [0.09, 0.01, -0.03], [0.10, 0.04, 0.04], [0.05, 0.00, 0.06], [-0.03, 0.04, -0.03], [-0.01, 0.00, 0.00], [-0.01, 0.00, 0.01], [-0.02, 0.02, -0.01], [0.03, -0.04, -0.02], [-0.04, 0.00, 0.03], [0.00, 0.01, -0.01], [0.01, -0.01, 0.01], [0.01, -0.03, 0.01], [-0.02, 0.02, -0.02], [0.09, 0.06, -0.01], [-0.09, -0.13, 0.10], [0.09, 0.11, -0.05], [-0.06, 0.05, -0.13], [-0.03, -0.06, 0.09], [0.00, -0.02, 0.10], [0.05, -0.05, 0.10], [0.00, 0.09, -0.05], [0.05, -0.12, 0.09], [0.34, -0.67, 0.11], [0.01, -0.04, -0.24], [0.08, 0.00, 0.00], [-0.23, -0.33, -0.14], [-0.03, 0.01, 0.02], [-0.03, -0.01, -0.02], [0.01, -0.03, 0.00], [0.03, 0.04, -0.04]]}

---

{"formula": "C5H6N2O", "method": "ωB97M-V/def2-TZVPD", "e_lumo_ev": -1.06, "smiles": "CC1=C(N)N=CC1=O", "multiplicity": 1, "energy_ha": -378.73306, "e_above_lowest_kj_mol": 362.0, "homo_lumo_gap_ev": 7.4, "symbols": ["C", "C", "C", "N", "N", "C", "C", "O", "H", "H", "H", "H", "H", "H"], "positions_angstrom": [[1.748, -0.740, 0.032], [0.346, -0.049, 0.317], [-0.774, 0.185, -0.522], [-0.450, 0.113, -1.975], [-1.806, 0.900, -0.158], [-1.715, 1.147, 1.143], [-0.310, 0.277, 1.610], [-0.033, -0.086, 2.737], [2.626, -0.052, -0.156], [2.163, -1.440, 0.999], [1.477, -1.549, -0.989], [0.549, -0.343, -2.171], [-1.321, 0.007, -2.552], [-2.500, 1.630, 1.685]], "forces_ev_per_angstrom": [[-1.23, -2.80, 0.16], [-1.98, -0.23, 0.52], [9.20, -1.59, -5.16], [-0.34, -0.89, 2.33], [-3.86, 2.50, 4.37], [2.05, -2.79, -3.11], [0.35, 0.06, 1.03], [-0.61, 0.89, -1.24], [-1.36, -0.59, -0.25], [-1.62, 1.85, -2.76], [1.39, 2.39, 3.20], [-3.67, 1.12, 0.19], [1.83, -0.20, 0.33], [-0.15, 0.30, 0.40]]}

---

> What is the formula in the second record?

C39H30AlBr2N2OP2